No. 1
# C9H18F12NaO9P2

A molecular structure, C9H18F12NaO9P2 in a non-equilibrium geometry (ωB97M-V with the def2-TZVPD basis set, the OMol25 dataset).

```
! wB97M-V def2-TZVPD RIJCOSX def2/J DEFGRID3
* xyz -1 1
Na 0.193 0.235 -0.340
P 1.899 1.068 -3.064
F 1.685 -0.320 -3.892
F 3.477 0.951 -3.434
F 1.648 2.032 -4.318
F 2.220 2.325 -2.135
F 0.320 1.067 -2.602
F 2.106 0.067 -1.769
P -1.652 0.862 3.115
F -0.248 1.576 3.508
F -1.062 -0.528 3.717
F -2.229 1.275 4.597
F -3.113 0.128 2.866
F -2.291 2.204 2.515
F -1.045 0.361 1.681
C -3.945 -0.523 0.110
O -4.173 -0.299 -1.258
C -3.118 -0.213 -2.062
O -1.990 -0.008 -1.734
O -3.627 -0.369 -3.304
C -2.728 -0.387 -4.429
H -3.693 0.391 0.649
H -3.086 -1.159 0.346
H -4.778 -0.974 0.644
H -3.025 0.420 -5.085
H -2.792 -1.408 -4.805
H -1.674 -0.349 -4.142
C 0.222 4.111 1.814
O 1.562 3.775 1.980
C 2.034 2.717 1.355
O 1.413 1.873 0.777
O 3.347 2.638 1.595
C 4.063 1.636 0.846
H -0.464 3.414 1.331
H 0.084 5.071 1.310
H -0.290 4.195 2.776
H 3.697 0.675 1.204
H 5.120 1.823 0.992
H 3.816 1.744 -0.210
C 1.490 -4.339 -1.361
O 1.833 -4.295 0.023
C 1.250 -3.325 0.721
O 0.747 -2.335 0.257
O 1.178 -3.725 1.980
C 0.463 -2.916 2.943
H 1.603 -3.377 -1.866
H 0.452 -4.631 -1.513
H 2.201 -4.998 -1.850
H 0.454 -3.597 3.786
H -0.537 -2.592 2.652
H 0.983 -1.969 3.083
*
```

Summary:
**Highest occupied orbital energy**: -8.72 eV
**Gap between HOMO and LUMO**: 10.8 eV

These are the Mulliken partial charges, in e, on atoms 1 to 2:
1. Na 0.942
2. P 1.291



No. 2
# C19H19N3OS

C19H19N3OS in the gas phase in a non-equilibrium geometry (ωB97M-V with the def2-TZVPD basis set, the OMol25 dataset).

```
! wB97M-V def2-TZVPD RIJCOSX def2/J DEFGRID3
* xyz 0 1
O 0.393 -1.248 1.628
N 3.845 -4.157 -0.478
S -2.617 4.990 2.508
C 0.697 -0.284 0.946
C 3.296 -3.119 -1.098
C 2.915 -4.529 0.488
C 0.064 0.995 1.271
C 1.797 -3.746 0.403
C 0.169 2.067 0.461
C -2.126 1.331 4.365
C -2.508 2.692 4.091
C -1.288 0.660 3.485
C -2.051 3.381 2.939
C -0.816 1.380 2.370
C -1.171 2.694 2.133
N -0.614 3.126 0.921
N 2.050 -2.822 -0.562
C 3.973 -2.409 -2.253
C -1.211 5.519 1.396
C 1.026 2.048 -0.780
C -0.877 4.435 0.334
C 1.149 -1.800 -1.068
C 1.015 0.668 -1.423
C 1.418 -0.412 -0.411
H 3.069 -5.310 1.236
H 0.874 -3.750 0.989
H -2.549 0.813 5.222
H -3.205 3.264 4.678
H -1.028 -0.384 3.659
H 3.378 -2.615 -3.157
H 5.006 -2.793 -2.383
H 4.057 -1.343 -2.058
H -1.539 6.453 0.893
H -0.333 5.682 1.996
H 2.041 2.388 -0.500
H 0.643 2.794 -1.512
H 0.002 4.756 -0.244
H -1.713 4.265 -0.341
H 1.258 -1.712 -2.146
H 0.078 -2.089 -0.947
H 1.736 0.628 -2.297
H -0.028 0.484 -1.750
H 2.476 -0.238 -0.247
*
```

Summary:
**Highest occupied orbital energy**: -8.00 eV
**Gap between HOMO and LUMO**: 8.4 eV
**SMILES**: Cc1nccn1C[C@H]1CCc2c(c3cccc4c3n2CCS4)C1=O

These are the Mulliken partial charges, in e, on atoms 1 to 2:
1. O -0.662
2. N -0.756



No. 3
# C6H8O6Tl

A molecular structure, C6H8O6Tl in a non-equilibrium geometry (ωB97M-V with the def2-TZVPD basis set, the OMol25 dataset).

```
! wB97M-V def2-TZVPD RIJCOSX def2/J DEFGRID3
* xyz -1 1
O 0.000 0.847 -2.815
O -1.717 -0.124 -1.957
C -1.376 0.548 -2.946
C 0.605 1.535 -3.901
C 2.109 1.394 -3.826
H 0.220 1.119 -4.844
H 0.316 2.598 -3.864
H 2.407 0.338 -3.888
H 2.570 1.935 -4.664
H 2.499 1.817 -2.890
C -0.418 -0.320 3.106
C -1.656 -1.228 3.221
O -1.399 -2.110 4.315
C -0.092 -2.096 4.624
O 0.562 -1.183 3.953
O 0.393 -2.892 5.395
O 0.037 -0.074 1.913
H -0.515 0.576 3.755
H -1.777 -1.818 2.301
H -2.573 -0.664 3.429
Tl -0.199 -0.198 -0.418
*
```

Summary:
**Highest occupied orbital energy**: -3.73 eV
**Gap between HOMO and LUMO**: 6.7 eV

These are the Mulliken partial charges, in e, on atoms 1 to 2:
1. O 0.032
2. O -0.187



No. 4
# C4H7PS

A molecular structure, C4H7PS in a non-equilibrium geometry (ωB97M-V with the def2-TZVPD basis set, the OMol25 dataset).

```
! wB97M-V def2-TZVPD RIJCOSX def2/J DEFGRID3
* xyz 0 1
C 1.097 0.152 1.059
C 0.991 0.077 -1.120
C 0.005 0.163 0.044
C -1.059 -0.916 0.090
P 2.431 0.252 0.034
S -0.824 1.827 0.049
H 0.990 0.131 2.130
H 0.953 -0.848 -1.685
H 0.807 1.055 -2.128
H -0.599 -1.901 0.011
H -1.750 -0.780 -0.740
H -1.619 -0.869 1.022
H -1.421 1.657 1.234
*
```

Summary:
**Highest occupied orbital energy**: -8.75 eV
**Gap between HOMO and LUMO**: 8.9 eV

These are the Mulliken partial charges, in e, on atoms 1 to 2:
1. C -0.375
2. C -0.881



So what do the calculations give for ΔE to the lowest compared entry with this formula, charge and spin? Going down the list: 0.0; 122.0; 0.0; 142.5 kJ/mol.